{
  "formula": "C6H10N3",
  "method": "wB97M-V/def2-TZVPD",
  "symbols": ["H", "N", "C", "C", "C", "C", "N", "N", "C", "C", "H", "H", "H", "H", "H", "H", "H", "H", "H"],
  "xyz": [[1.028, -3.133, 1.404], [0.801, -2.218, 0.905], [-0.244, -2.148, 0.286], [-0.523, -0.850, -0.329], [-1.991, -0.297, -0.329], [-1.867, 1.003, 0.382], [-0.663, 1.325, 0.571], [0.202, 0.403, -0.031], [1.509, 0.685, -0.313], [2.121, 1.961, -0.134], [-1.259, -2.762, 0.425], [-0.172, -0.788, -1.497], [-2.518, -0.405, -1.293], [-2.484, -0.914, 0.427], [-2.822, 1.437, 0.558], [2.008, -0.288, -0.587], [2.105, 2.427, -1.092], [3.243, 1.970, 0.213], [1.525, 2.593, 0.433]],
  "mulliken_charge": [0.29, -0.42, -0.29, -0.04, -0.67, -0.01, -0.75, 0.57, 0.31, -1.15, 0.28, 0.31, 0.35, 0.36, 0.43, 0.39, 0.33, 0.33, 0.39],
  "multiplicity": 1,
  "charge": 1,
  "gap_ev": 9.5,
  "energy_ha": -398.514555,
  "relative_energy_kj_mol": 398.4,
  "smiles": "[H]/N=C/[C@H]1CC=N/[N+]1=C\\C",
  "homo_energy_ev": -14.3
}